# 1
Here is 2 unconnected molecules or ions with the total composition C4H12N3 from the OMol25 dataset. Energies are from ωB97M-V with the def2-TZVPD basis set.

Properties
Lowest unoccupied orbital energy = -3.303 eV
F_max = 3.45 eV/A
Net charge = +1
ΔE to the lowest compared entry with this formula, charge and spin = 101.27 kcal/mol
Gap between HOMO and LUMO = 0.333 hartree
HOMO level = -12.3739 eV

Last column: Mulliken charge in e.
Element x y z (Å)
C 1.879 -0.037 -2.360  -0.695
C 2.468 -0.499 -0.923  -0.382
C 1.236 0.168 -1.068  0.389
C -2.361 -0.586 1.912  -0.795
N -0.769 1.216 -1.247  -0.484
N 0.202 0.657 -0.477  -0.366
N -0.919 -0.192 1.978  -0.223
H 2.621 0.681 -2.835  0.226
H 1.407 -0.658 -3.052  0.298
H 2.466 -1.533 -0.627  0.267
H 3.312 0.116 -0.444  0.222
H -2.947 0.119 1.378  0.301
H -2.412 -1.464 1.416  0.363
H -2.687 -0.821 2.972  0.348
H -1.438 1.668 -0.703  0.185
H -0.456 1.613 -2.055  0.224
H -0.586 0.344 1.149  0.342
H -0.311 -1.003 2.082  0.380
H -0.703 0.211 2.902  0.402

---

# 2
Here is a molecular structure, C29H37GeN5ReS2 from the OMol25 dataset. Energies are from ωB97M-V with the def2-TZVPD basis set.

Properties
Lowest unoccupied orbital energy (alpha / beta) = -0.490 / -1.441 eV
<S²> = 3.78
F_max = 0.71 eV/A
ΔE to the lowest compared entry with this formula, charge and spin = 0.00 kcal/mol
Gap between HOMO and LUMO (alpha / beta) = 0.223 / 0.186 hartree
HOMO level (alpha / beta) = -6.5494 / -6.5047 eV
2S+1 = 4

Last column: Mulliken spin population.
Element x y z (Å)
Re 0.375 0.428 0.721  2.315
C -0.162 -1.099 3.419  0.039
N 0.301 0.235 2.956  0.036
C 1.602 0.460 3.635  0.034
C -0.663 1.275 3.395  -0.016
C -1.898 1.275 2.519  0.013
N -1.556 1.670 1.135  0.046
C -1.457 3.140 1.047  0.010
C -2.624 1.248 0.208  0.050
H -0.261 -1.077 4.508  0.001
H 0.577 -1.845 3.133  -0.005
H -1.112 -1.357 2.966  -0.010
H 1.445 0.463 4.717  -0.001
H 2.039 1.402 3.326  -0.016
H 2.284 -0.342 3.370  -0.001
H -0.158 2.241 3.346  -0.010
H -0.945 1.101 4.439  -0.001
H -2.647 1.959 2.934  0.001
H -2.341 0.280 2.486  -0.012
H -2.439 3.576 1.259  0.000
H -1.140 3.426 0.047  -0.005
H -0.727 3.527 1.749  0.001
H -3.588 1.667 0.519  0.000
H -2.687 0.167 0.185  -0.022
H -2.389 1.609 -0.792  0.000
C -0.235 0.024 -3.633  -0.012
C 0.456 1.108 -4.154  0.013
C 1.002 2.027 -3.282  -0.001
C 0.887 1.846 -1.909  0.088
N 0.256 0.755 -1.407  0.010
C -0.312 -0.112 -2.267  0.020
C 1.442 2.768 -0.909  -0.067
C 1.998 3.995 -1.275  -0.011
C 2.500 4.844 -0.307  0.017
C 2.442 4.456 1.025  -0.005
C 1.878 3.237 1.374  -0.003
C 1.353 2.349 0.426  0.062
H -0.689 -0.722 -4.269  0.001
H 0.587 1.225 -5.220  -0.002
H 1.550 2.874 -3.665  0.001
H -0.840 -0.939 -1.830  0.006
H 2.033 4.301 -2.312  -0.001
H 2.934 5.794 -0.587  0.001
H 2.839 5.105 1.796  0.000
H 1.849 3.001 2.430  0.007
S 2.497 -0.587 0.793  0.164
C 2.568 -1.532 -0.702  0.084
C 2.807 -0.858 -1.886  -0.005
C 2.766 -1.515 -3.109  0.007
C 2.936 -0.769 -4.318  -0.004
N 3.065 -0.119 -5.260  0.001
C 2.491 -2.897 -3.109  0.001
C 2.333 -3.585 -1.927  -0.003
C 2.399 -2.949 -0.656  0.026
S 2.278 -3.847 0.785  0.044
C 2.333 -3.597 -4.359  0.000
N 2.176 -4.161 -5.348  0.000
H 3.002 0.207 -1.863  -0.028
H 2.142 -4.649 -1.952  -0.001
C -2.021 -4.320 0.579  0.002
Ge -2.286 -2.395 0.388  0.020
C -3.241 -2.115 -1.312  0.001
C -3.595 -1.937 1.797  0.002
C -0.507 -1.574 0.425  0.046
H -2.977 -4.846 0.561  0.000
H -1.516 -4.542 1.521  0.000
H -1.391 -4.702 -0.225  0.000
H -3.996 -2.897 -1.410  0.000
H -2.570 -2.203 -2.168  0.000
H -3.750 -1.151 -1.375  0.000
H -4.418 -2.644 1.675  0.001
H -4.018 -0.934 1.721  0.000
H -3.201 -2.078 2.805  -0.001
H -0.084 -1.991 -0.494  0.035
H 0.022 -2.174 1.170  0.034

---

# 3
Here is a molecular structure, ClTi2 from the OMol25 dataset. Energies are from ωB97M-V with the def2-TZVPD basis set.

Properties
Lowest unoccupied orbital energy (alpha / beta) = -4.459 / -4.183 eV
<S²> = 12.00
F_max = 1.29 eV/A
Net charge = +1
ΔE to the lowest compared entry with this formula, charge and spin = 37.55 kcal/mol
Gap between HOMO and LUMO (alpha / beta) = 0.243 / 0.334 hartree
HOMO level (alpha / beta) = -11.0652 / -13.2845 eV
2S+1 = 7

Last column: Mulliken spin population.
Element x y z (Å)
Ti 1.777 -7.856 -0.806  3.017
Ti 0.903 -1.832 -1.374  3.012
Cl 1.964 -4.769 -1.047  -0.029